Entry 1:
Formula: C4H9N
Source: OMol25
Level of theory: ωB97M-V with the def2-TZVPD basis set

Atoms and positions in Å:
N -1.50808 -1.25838 -0.61418
C -0.44087 0.87078 0.26365
C 0.87156 -0.77276 -1.07303
C 0.83911 1.05776 1.11378
C -0.40408 -0.34439 -0.63251
H 1.72921 -0.60451 -0.39395
H -0.57360 1.84144 -0.35516
H -1.33633 -2.01123 -1.38957
H 0.62885 1.72405 1.89025
H 1.64818 1.47330 0.38924
H -2.05999 -1.73651 0.16758
H -1.43227 0.74579 0.86967
H 0.98754 0.25799 1.84087
H 1.05076 -1.24333 -2.07664

Calculated values
Electronic energy in eV: -5779.9423
M in g/mol: 71.12
Multiplicity: 2
Orbital gap (spin up / spin down) in eV: 3.80 / 5.74
Total charge: -1
HOMO energy (spin up / spin down) in eV: 0.7 / -1.4
F_max in eV/A: 3.79


Entry 2:
Formula: C42H35InN7O23S2V
Source: OMol25
Level of theory: ωB97M-V with the def2-TZVPD basis set

Atoms and positions in Å:
In -3.94347 -2.56382 -0.59557
V -2.21092 1.31801 -3.30011
S -2.09095 1.21018 -5.94201
S -1.14488 -0.66924 -0.78673
O 0.99185 3.78937 4.47708
O -1.39723 2.60161 -3.12043
O -1.46537 0.34657 -4.83528
O -2.37285 -0.45803 0.01540
O -1.67831 -3.70174 1.79922
O 7.10962 2.68031 1.47561
O -4.69563 -0.38929 1.55510
O 3.49671 -2.30608 3.98065
O -0.90656 -5.56420 2.62235
O 2.86439 -3.35654 5.72173
O 0.04631 -0.39593 -0.01549
O 2.29569 2.28403 -7.12758
O -2.77996 -3.21478 -5.69289
O 3.67410 3.60695 -6.11204
O -1.18021 0.30846 -1.95879
O -0.40771 5.45008 4.55942
O -3.18526 1.77780 -5.06069
O -3.94647 -0.12132 3.54086
O 5.52150 4.10889 1.68666
O -1.20349 2.20635 -6.44370
O -2.68799 0.38178 -6.94876
O -2.40115 -3.25555 -3.59898
O -1.19452 -2.02543 -1.36459
N 2.67661 -2.59137 4.81797
N -2.04165 -3.15622 -4.75101
N -0.02147 4.38285 4.11522
N -4.62429 0.21626 2.61640
N -0.79747 -4.49672 2.06161
N 5.94994 2.99656 1.45412
N 2.88633 2.67691 -6.14138
C -6.25495 1.85469 1.69778
C 2.98229 -3.17860 0.67124
C 1.63922 -3.27145 -4.40571
C 0.51311 -4.10047 1.58282
C 3.63772 2.31763 0.96943
C 2.67633 1.95775 -4.89835
C 3.62664 2.06238 -3.89810
C 5.37975 0.63378 1.08529
C -0.25224 -2.42446 -6.26140
C 2.89045 -4.09481 1.76679
C -0.64504 -2.94325 -5.03951
C -5.30938 2.17817 3.85253
C 1.65348 -4.50783 2.23171
C -0.42987 -1.18023 3.28683
C -5.98986 3.36515 4.00710
C 2.70975 1.32449 0.69446
C 3.13341 0.00738 0.61371
C -0.86187 3.73224 3.11418
C -1.27805 -1.24265 4.37238
C 2.37457 0.53502 -2.58231
C -0.87854 -1.76106 5.60055
C 1.84358 -2.79284 0.00893
C -2.19441 4.09416 2.96450
C -5.49702 1.38059 2.74604
C 0.90397 -1.58655 3.46623
C 1.08923 -2.24998 -6.51729
C 3.45687 1.40422 -2.69056
C -2.50085 2.36756 1.35040
C 1.42186 0.36725 -3.58081
C 4.46585 -0.35831 0.80940
C 0.46347 -2.13438 5.77703
C -6.81143 3.80667 2.97866
C -6.90916 3.06877 1.80331
C 0.61430 -3.30703 0.41402
C 2.03253 -2.74980 -5.62891
C 1.59055 1.12230 -4.74132
C -3.00081 3.47213 2.03883
C 4.95761 1.95930 1.13918
C 0.28877 -3.40292 -4.13492
C -0.36563 2.62836 2.45051
C 1.31675 -2.06313 4.70811
C -1.21178 1.92827 1.60110
H 4.79060 -1.38601 0.73849
H -0.70502 -0.82373 2.30482
H 0.87994 1.03756 -5.55189
H 3.09036 -2.71972 -5.86108
H 3.38237 3.36879 0.95320
H -0.29972 -3.01927 -0.10896
H 4.48053 2.72669 -3.97511
H 1.83831 -2.23395 -0.91978
H -7.41194 4.70183 3.08202
H -1.03679 -2.03487 -6.90191
H -4.00949 3.85179 1.94568
H 0.77936 -2.50605 6.74227
H -1.58777 -1.91897 6.39834
H 0.61910 -0.33108 -3.43793
H 6.40848 0.46011 1.38180
H 0.59610 2.21213 2.72048
H 4.10952 1.56887 -1.84573
H 1.39148 -1.81798 -7.46152
H -0.86870 1.04834 1.07139
H 2.36186 -3.74637 -3.75508
H -3.05419 1.77159 0.63003
H 1.65041 1.50765 0.56194
H 3.78484 -4.43951 2.26683
H -4.62562 1.86601 4.63489
H 1.60810 -5.15499 3.10162
H -0.03984 -3.80507 -3.18272
H -7.49773 3.43935 0.97729
H 1.60202 -1.64634 2.64174
H 2.43437 -0.75865 0.29179
H -2.56124 4.87639 3.62114
H 3.93406 -2.72577 0.42413
H -5.99322 3.89276 4.95150
H -6.34676 1.29391 0.77817
H -2.29351 -0.86260 4.29795
H 2.18329 0.01195 -1.64298

Calculated values
Electronic energy in eV: -154147.1381
M in g/mol: 1235.66
Multiplicity: 2
Orbital gap (spin up / spin down) in eV: 5.07 / 3.35
Total charge: +1
HOMO energy (spin up / spin down) in eV: -11.8 / -11.8
F_max in eV/A: 4.96


Entry 3:
Formula: C5H4
Source: OMol25
Level of theory: ωB97M-V with the def2-TZVPD basis set

Atoms and positions in Å:
C 0.72877 0.66998 -0.29851
C -0.39532 -0.09733 0.20656
C 0.71615 -0.96735 0.22162
C -1.99584 -0.08645 0.43581
C 1.92041 -0.05351 0.43176
H -2.20390 -0.33823 1.46748
H -2.67292 0.51564 -0.11278
H 2.89842 -0.41152 -0.03581
H 2.11595 0.16032 1.50506

Calculated values
Electronic energy in eV: -5241.4171
M in g/mol: 64.09
SMILES: C=C1C2=C1C2
Multiplicity: 1
Orbital gap (spin up / spin down) in eV: 6.65 / 9.12
HOMO energy (spin up / spin down) in eV: -7.7 / -9.3
F_max in eV/A: 4.82


Entry 4:
Formula: C22H30Cl30F5NO6PS
Source: OMol25
Level of theory: ωB97M-V with the def2-TZVPD basis set

Atoms and positions in Å:
Cl 0.39112 -9.74522 -2.45917
Cl 1.36326 6.34736 -3.72219
Cl 5.41714 -6.20134 3.98947
Cl -0.96443 -10.51758 -7.10763
Cl -1.29006 -5.49574 4.45833
Cl -3.37497 -12.69377 -1.12486
Cl -1.27935 -7.47342 -1.77180
Cl 3.56045 4.03898 -0.68411
Cl -1.61922 -4.39570 -2.44142
Cl 4.20142 1.51594 -6.27326
Cl 5.56501 2.01758 -0.12520
Cl -5.30416 -12.51650 1.03807
Cl 4.08779 0.62448 -3.50884
Cl 0.18142 -2.14768 -2.74363
Cl 1.51056 -5.36210 3.70703
Cl 1.93142 -10.52646 -6.85099
Cl 3.84824 5.28469 -4.75676
Cl 5.02444 -3.33105 3.77127
Cl 0.40932 -8.17493 -6.07476
Cl 2.50236 -4.85762 -1.98765
Cl -0.38919 -6.79568 2.02791
Cl 6.61015 1.51359 -4.64687
Cl 1.69683 3.48516 -3.96337
Cl -2.47308 -9.86698 -2.90918
Cl 0.01183 -3.53248 -0.19874
Cl 4.70611 3.82534 1.97965
Cl 2.90813 -5.74008 0.75415
Cl 5.11548 -4.61374 -0.74627
Cl -3.01745 -10.72866 0.99305
Cl 7.40600 -4.55994 2.64892
S -2.37587 2.69484 3.23415
P -3.96072 2.04238 0.16623
F -0.99324 5.03282 4.49307
F -1.29474 3.97752 6.36113
F 0.16618 2.18060 3.81567
F 0.67757 4.05137 5.44761
F -1.30254 1.71621 5.30812
O -4.57988 3.02107 -0.92987
O -3.38459 3.38746 3.98506
O -3.93603 0.63120 -0.24892
O -4.87055 2.39433 1.42040
O -0.65581 7.30411 0.07929
O -2.59009 1.31140 2.90257
N -1.01709 6.28197 0.74276
C 2.09723 5.05604 -4.66319
C 4.85905 1.72239 -4.64910
C -0.92909 2.62940 4.42239
C -2.47356 6.00958 0.71142
C -2.97261 5.78846 -0.72516
C 5.00533 3.64459 0.25132
C -0.87989 -3.01653 -1.63187
C -1.19797 -9.22808 -1.87905
C -0.46507 3.98124 1.58854
C -0.15149 -5.42941 3.11202
C -0.63144 3.96047 5.20606
C -1.96248 3.61501 1.65695
C 0.41339 -9.93329 -6.17422
C -3.60986 -12.34423 0.58371
C 5.68939 -4.76857 2.99665
C -3.17545 7.27077 1.24566
C -0.05474 5.15535 0.67499
C 1.28533 5.66932 1.24129
C -2.83817 4.87824 1.68635
C -2.27069 2.59986 0.53473
C 3.63206 -5.57371 -0.85041
C 0.20127 4.73746 -0.77603
H 0.32088 -10.32075 -5.16777
H 5.78207 4.34400 -0.02957
H -1.65999 -2.33687 -1.31385
H 1.11060 6.21808 2.16970
H 0.07640 3.10543 1.21654
H -0.69684 4.42328 -1.31204
H 5.17299 -4.91029 2.05594
H -4.88393 1.64826 2.03623
H 1.82300 6.27278 0.51320
H -4.52902 2.58465 -1.78839
H 3.90097 -6.55954 -1.20744
H -3.03391 -13.06131 1.15400
H 1.89075 4.79196 1.48318
H -4.04193 6.00742 -0.76593
H -3.15204 8.06989 0.50588
H -2.46427 6.49284 -1.38799
H 0.94533 3.93739 -0.81379
H -1.75969 1.65323 0.72144
H -1.33701 -9.63899 -0.88537
H 0.60983 5.59404 -1.31342
H -2.80695 4.78085 -1.10274
H -2.75343 5.30005 2.69032
H 1.70360 5.09001 -5.67081
H -1.85522 2.99954 -0.39528
H -2.68731 7.61188 2.16266
H -3.89391 4.64253 1.54571
H -4.21185 7.02948 1.49666
H -0.34527 -4.52146 2.55479
H -0.05532 4.18957 2.56790
H 4.64180 2.73395 -4.33125

Calculated values
Electronic energy in eV: -446460.2016
M in g/mol: 1626.10
Multiplicity: 2
Orbital gap (spin up / spin down) in eV: 8.73 / 9.98
HOMO energy (spin up / spin down) in eV: -8.7 / -10.0
F_max in eV/A: 1.01


Entry 5:
Formula: C22H31ClN5O2S6SbSe4W
Source: OMol25
Level of theory: ωB97M-V with the def2-TZVPD basis set

Atoms and positions in Å:
W 0.70303 -0.31693 -0.08679
Sb -2.57517 -0.11662 -1.32405
Se 2.33451 -2.19055 0.00410
Se 2.25678 0.95428 1.34880
Se 2.73086 1.19458 -0.92197
Se 3.67601 -2.22513 1.81441
Cl -3.26438 4.43467 6.98887
S 2.64847 0.64220 -3.83650
S -1.19099 -1.81136 -0.28430
S -3.25397 -0.75681 -3.36992
S -4.13280 0.89650 0.00635
S 0.93913 -1.40842 -2.39960
S -0.53488 1.24445 -1.40878
O 1.72446 -2.09487 7.71506
O 2.53491 -1.83789 -4.40678
N -0.75802 0.67994 1.60245
N 0.67501 -1.05797 5.12821
N 0.64921 -1.53245 3.00472
N -2.38520 1.37532 2.89444
N 0.59384 -2.40932 5.07558
C 4.36794 -0.58329 7.78239
C -1.70649 2.50495 2.49184
C 3.29714 -0.49654 6.68273
C 0.59099 -2.64066 3.77309
C -1.86071 0.93695 8.30707
C -0.70153 2.06361 1.70752
C 0.70239 -0.56081 3.88729
C 0.71211 -0.35666 6.39093
C -1.82048 0.30264 2.29670
C -0.94390 3.53512 8.05313
C 0.34905 0.16080 9.26739
C 1.87845 -0.73411 7.32052
C 2.12122 -0.89022 -3.53310
C -2.39232 -1.04913 2.53626
C -2.69791 1.91018 7.78204
C -0.55996 1.23098 8.70419
C 3.65378 -1.56620 5.64017
C -2.22853 3.20554 7.65625
C 3.38532 0.87885 6.00933
C 1.74635 0.05883 8.63703
C 2.15590 -3.19977 -4.22775
C -0.12328 2.54746 8.57715
H 4.69769 -1.43019 5.34817
H -0.21626 -0.58759 6.90792
H 4.32441 0.25307 8.48287
H 3.55401 -2.57156 6.05058
H 0.49236 0.38077 10.33009
H -3.32027 1.35371 3.26013
H -2.22472 -0.08110 8.38909
H 0.55620 -3.63761 3.36735
H -0.58986 4.55130 7.94454
H -3.70114 1.66486 7.46076
H 0.88228 2.81286 8.88204
H 3.07878 -1.49797 4.72060
H -2.00788 3.49744 2.77484
H 3.04118 1.68918 6.65865
H 0.05280 2.63129 1.19640
H 0.72100 0.71022 6.17216
H 4.42467 1.08510 5.74561
H -1.69437 -1.82390 2.25294
H -3.29849 -1.15706 1.93594
H 0.74899 0.49520 3.66841
H 2.47199 -3.56703 -3.25210
H 1.45420 -2.60170 6.92881
H -0.14180 -0.81359 9.22010
H 5.35592 -0.57129 7.31849
H 2.38282 -0.46908 9.34693
H 2.16850 1.05819 8.52109
H 2.81595 0.91427 5.07907
H 4.26824 -1.51533 8.34300
H 1.07745 -3.32969 -4.32082
H -2.65420 -1.14616 3.59502
H 2.66825 -3.73756 -5.02424

Calculated values
Electronic energy in eV: -382151.2798
M in g/mol: 1246.82
Multiplicity: 1
Orbital gap (spin up / spin down) in eV: 4.96 / 4.97
Total charge: -2
HOMO energy (spin up / spin down) in eV: -1.7 / -1.7
F_max in eV/A: 0.50